1.
A molecular structure, C45H113N7O15 at a distorted geometry, computed with wB97M-V/def2-TZVPD.

ORCA input file:
```
! RIJCOSX wB97M-V def2-TZVPD def2/J DEFGRID3
* xyz 0 1
C 4.14175 0.28647 1.10864
O 4.67995 0.64802 -0.17962
C 5.61614 -0.27341 -0.74133
C 4.94731 -1.55788 -1.27655
N 3.88638 -1.32483 -2.25455
C 3.04051 -2.50039 -2.52205
C 3.73324 -3.38540 -3.58005
O 4.17093 -2.63165 -4.73675
C 4.49994 -3.54883 -5.78580
H 4.87843 0.07897 1.88475
H 3.42862 -0.51487 0.91525
H 3.45558 1.03849 1.49819
H 6.54597 -0.49163 -0.21608
H 6.27289 0.06348 -1.54338
H 4.52117 -2.05701 -0.40627
H 5.57415 -2.25082 -1.83781
H 3.22244 -0.58025 -2.09682
H 2.09538 -2.28181 -3.01910
H 2.79457 -3.07528 -1.62924
H 2.97222 -4.12428 -3.83104
H 4.56802 -3.91634 -3.12249
H 4.90942 -3.00486 -6.63699
H 3.62553 -3.97534 -6.27733
H 5.23793 -4.33861 -5.64527
C -2.45606 4.55245 2.18116
O -2.56457 3.87933 0.89395
C -1.67697 2.90517 0.57379
C -1.96373 2.46870 -0.90404
N -1.08029 1.39099 -1.22618
C -1.62991 0.53253 -2.21916
C -0.90937 0.93048 -3.54148
O 0.51354 0.80711 -3.44161
C 1.07574 1.21040 -4.61698
H -1.55098 5.15970 2.19421
H -2.54788 3.84275 3.00336
H -3.25541 5.25021 2.43069
H -1.82780 1.96135 1.09776
H -0.65588 3.26701 0.69444
H -1.83169 3.23731 -1.66555
H -2.97578 2.07092 -0.82900
H -0.35886 1.87279 -1.74339
H -2.69554 0.68754 -2.38800
H -1.60027 -0.55205 -2.11471
H -1.21616 1.96083 -3.72135
H -1.22047 0.35243 -4.41163
H 1.12526 2.29925 -4.62419
H 0.60171 0.92820 -5.55708
H 2.06444 0.77331 -4.75677
C -7.64696 5.66606 2.83866
O -7.53914 4.50509 3.61801
C -6.33341 4.56583 4.40431
C -6.30624 3.26092 5.29577
N -6.39770 1.97691 4.53187
C -5.30832 1.77617 3.64225
C -3.99885 1.43843 4.24376
O -3.33940 2.53215 4.92876
C -2.40088 2.14105 5.96985
H -6.69764 5.81999 2.32562
H -7.92676 6.55197 3.40873
H -8.46725 5.53644 2.13267
H -6.28848 5.36495 5.14423
H -5.37996 4.68389 3.88943
H -7.07466 3.31616 6.06686
H -5.38065 3.41801 5.84959
H -7.29271 1.91517 4.06793
H -5.15780 2.51967 2.85953
H -5.58804 0.94419 2.99597
H -3.28554 1.18931 3.45812
H -3.90443 0.54342 4.85869
H -2.94948 2.07456 6.90938
H -1.75976 2.98308 6.23072
H -1.70676 1.30332 5.90274
C 1.76134 2.18865 -1.14103
O 2.71604 1.48299 -1.95058
C 3.64038 2.35123 -2.60669
C 4.79318 1.38176 -3.16902
N 4.33090 0.03256 -3.52792
C 3.85265 0.06818 -4.87395
C 5.07170 0.12978 -5.79588
O 4.98753 -0.88239 -6.81209
C 5.84300 -0.69291 -7.91241
H 2.23694 2.82656 -0.39606
H 1.11893 1.46932 -0.63312
H 1.05691 2.72993 -1.77260
H 4.19496 2.91186 -1.85419
H 3.22858 3.03877 -3.34548
H 5.28497 1.18252 -2.21689
H 5.56100 1.84560 -3.78824
H 3.47194 0.00804 -2.99717
H 3.09189 0.83563 -5.01667
H 3.26679 -0.84597 -4.77806
H 5.98374 -0.02221 -5.21867
H 5.22166 1.17403 -6.07003
H 6.81483 -0.53149 -7.44595
H 5.60335 0.18018 -8.51937
H 5.60053 -1.56341 -8.52195
C 2.65996 -7.39942 -0.18322
O 2.68497 -5.99813 0.16043
C 3.53742 -5.06934 -0.58623
C 3.47348 -3.72023 0.11775
N 2.06560 -3.54851 0.50073
C 1.82472 -3.00103 1.84499
C 0.27062 -3.17119 2.24625
O 0.10745 -2.99622 3.63779
C -0.47697 -1.72249 3.96727
H 2.13767 -7.95825 0.59333
H 3.64661 -7.85647 -0.10751
H 2.17192 -7.52086 -1.15026
H 3.29431 -5.02921 -1.64802
H 4.56598 -5.42446 -0.52261
H 3.75812 -2.98731 -0.63718
H 4.02323 -3.53834 1.04122
H 1.67878 -4.47788 0.41865
H 2.15595 -1.96408 1.90090
H 2.36468 -3.52860 2.63125
H -0.25131 -4.09467 1.99548
H -0.24586 -2.36731 1.72171
H -1.25535 -1.36581 3.29273
H 0.34162 -1.00939 4.06486
H -0.95375 -1.78791 4.94528
C -2.71466 0.17211 3.69881
O -1.65988 0.60648 2.91374
C -1.64697 0.04238 1.60969
C -0.41249 0.37889 0.79715
N 0.66913 -0.58088 1.21276
C 1.91048 -0.39790 0.46233
C 1.82369 -0.82066 -0.95788
O 1.81738 -2.26116 -1.28537
C 0.49866 -2.81215 -1.11204
H -2.64698 0.75412 4.61792
H -2.56566 -0.85839 4.02128
H -3.67522 0.35763 3.21816
H -2.41003 0.55578 1.02467
H -1.84952 -1.02853 1.62408
H -0.19137 1.41811 1.04052
H -0.64763 0.37500 -0.26719
H 0.77367 -0.60024 2.21714
H 2.67925 -0.96297 0.98938
H 2.25095 0.62050 0.64958
H 2.68917 -0.54399 -1.55997
H 1.00244 -0.35134 -1.49952
H -0.04160 -2.57592 -2.02877
H -0.07097 -2.33766 -0.31299
H 0.52847 -3.88705 -0.93373
C -2.99153 -3.56285 2.16677
O -2.95495 -2.21925 1.72889
C -4.23213 -1.68189 1.42985
C -3.83264 -0.37890 0.67052
N -4.98899 0.31391 0.12465
C -4.43770 1.39709 -0.73719
C -5.55495 2.07063 -1.57178
O -6.05858 1.20606 -2.59117
C -6.90842 1.88211 -3.58568
H -3.36023 -3.63888 3.18970
H -1.91851 -3.73143 2.25789
H -3.29449 -4.33830 1.46321
H -4.77582 -1.36272 2.31903
H -4.76890 -2.24018 0.66284
H -3.04645 -0.59735 -0.05218
H -3.35649 0.36564 1.30852
H -5.48226 -0.25947 -0.54470
H -3.63175 1.11337 -1.41400
H -3.90980 2.11686 -0.11163
H -5.01129 2.88462 -2.05133
H -6.38920 2.42672 -0.96735
H -7.57820 1.05253 -3.81219
H -6.22059 2.17284 -4.37969
H -7.44237 2.75295 -3.20537
C 2.82802 1.87864 2.53765
C 2.61922 0.51044 3.25037
C 1.20066 0.43860 3.99979
O 2.72247 -0.56400 2.32106
H 3.01836 2.65562 3.27803
H 1.96471 2.04190 1.89258
H 3.79017 1.74860 2.04219
H 3.40583 0.33531 3.98432
H 1.17586 1.22181 4.75749
H 1.22952 -0.47997 4.58586
H 0.26273 0.44641 3.44451
H 3.45409 -1.09912 2.63720
*
```

Calculated values
Energy relative to the best compared isomer or geometry (same formula, charge and spin): 5234.3 kJ/mol
Gap between HOMO and LUMO: 0.205 Ha
E_LUMO: 0.5 eV

2.
A gas-phase ion, C3H8F2NO (charge +1) at a distorted geometry, computed with wB97M-V/def2-TZVPD.

ORCA input file:
```
! RIJCOSX wB97M-V def2-TZVPD def2/J DEFGRID3
* xyz 1 1
C 0.17188 1.12170 -0.40851
N -0.50589 -0.14324 -0.42608
C -1.10397 -0.40838 0.94633
F -1.58152 -0.06223 -1.32403
C 0.51118 -1.21837 -0.82196
O 1.66310 -1.09936 -0.14155
F -0.17040 -2.38676 -0.45135
H 1.26022 1.15085 -0.35863
H 0.12328 1.52236 -1.53140
H -0.37766 1.78185 0.16768
H -2.01679 -0.88698 0.68978
H -0.36623 -1.08521 1.38741
H -1.16476 0.53087 1.65134
H 0.40859 -1.12821 -2.05722
H 2.40619 -1.63258 -0.38470
*
```

Calculated values
Energy relative to the best compared isomer or geometry (same formula, charge and spin): 340.9 kJ/mol
Gap between HOMO and LUMO: 0.501 Ha
E_LUMO: -3.8 eV

3.
2 unconnected molecules or ions with the total composition C36H33NP at a distorted geometry, computed with wB97M-V/def2-TZVPD.

ORCA input file:
```
! RIJCOSX wB97M-V def2-TZVPD def2/J DEFGRID3
* xyz 1 1
C -5.05388 2.42138 -1.50859
C -4.10067 1.57713 -2.09073
C -3.08252 1.02860 -1.31113
C -3.00742 1.32290 0.06910
P -1.53670 0.61407 0.91352
C -0.32829 1.94836 0.64227
C 0.93187 1.72728 1.22942
C 1.93318 2.68028 1.10638
C 1.68066 3.88002 0.43488
C 0.43566 4.09585 -0.16033
C -0.57158 3.13313 -0.06359
C -2.05448 1.02480 2.62324
C -2.96457 0.10772 3.19374
C -3.51961 0.35563 4.44735
C -3.18622 1.52377 5.14384
C -2.26513 2.42137 4.59805
C -1.70178 2.17929 3.33611
C -4.00832 2.11214 0.65799
C -5.02882 2.66064 -0.13357
H -5.81728 2.89147 -2.13355
H -4.13487 1.33489 -3.15285
H -2.33050 0.37304 -1.75708
H 1.10951 0.80655 1.79160
H 2.90387 2.46588 1.55091
H 2.45711 4.63996 0.37996
H 0.23061 5.01141 -0.71130
H -1.54142 3.32550 -0.53104
H -3.24399 -0.78714 2.63245
H -4.20413 -0.38177 4.87037
H -3.63843 1.72151 6.11904
H -1.96227 3.31451 5.14711
H -0.99819 2.91333 2.93146
H -4.02526 2.31963 1.73229
H -5.79697 3.27100 0.34644
C 3.75539 0.70619 -3.26275
C 2.59548 -0.16252 -3.02685
N 1.67939 -0.41506 -3.98962
C 1.73887 0.17363 -5.31461
C 0.75251 -1.38473 -3.57067
C 1.15262 -1.78071 -2.27288
C 0.55109 -2.88294 -1.67993
C -0.50582 -3.51279 -2.35039
C -0.95258 -3.04913 -3.59893
C -0.30594 -1.97773 -4.25003
C 2.29694 -0.96537 -1.87745
C 3.00482 -0.98296 -0.68012
C 2.76939 -1.82207 0.47791
C 1.50373 -1.88227 1.11660
C 1.31682 -2.65959 2.25541
C 2.35252 -3.45596 2.74822
C 2.09064 -4.34133 3.92975
C 3.61140 -3.41762 2.12869
C 3.82726 -2.58204 1.04317
H 4.31581 0.66261 -2.32235
H 4.42374 0.36909 -4.08079
H 3.50729 1.76448 -3.46425
H 0.88257 -0.21474 -5.86453
H 1.68841 1.27053 -5.28992
H 2.66508 -0.10398 -5.83754
H 0.90548 -3.21645 -0.71296
H -0.99467 -4.36620 -1.88056
H -1.79619 -3.55112 -4.07187
H -0.58737 -1.60486 -5.23940
H 3.91135 -0.36363 -0.66676
H 0.66524 -1.31490 0.70416
H 0.35201 -2.67901 2.77084
H 2.99309 -4.87588 4.23746
H 1.71043 -3.77729 4.79163
H 1.31625 -5.08398 3.69810
H 4.42206 -4.04796 2.50189
H 4.80570 -2.50585 0.55756
*
```

Calculated values
Gap between HOMO and LUMO: 0.211 Ha
E_LUMO: -4.6 eV

What did the second record say?
A gas-phase ion, C3H8F2NO (charge +1) at a distorted geometry, computed with wB97M-V/def2-TZVPD.

ORCA input file:
```
! RIJCOSX wB97M-V def2-TZVPD def2/J DEFGRID3
* xyz 1 1
C 0.17188 1.12170 -0.40851
N -0.50589 -0.14324 -0.42608
C -1.10397 -0.40838 0.94633
F -1.58152 -0.06223 -1.32403
C 0.51118 -1.21837 -0.82196
O 1.66310 -1.09936 -0.14155
F -0.17040 -2.38676 -0.45135
H 1.26022 1.15085 -0.35863
H 0.12328 1.52236 -1.53140
H -0.37766 1.78185 0.16768
H -2.01679 -0.88698 0.68978
H -0.36623 -1.08521 1.38741
H -1.16476 0.53087 1.65134
H 0.40859 -1.12821 -2.05722
H 2.40619 -1.63258 -0.38470
*
```

Calculated values
Energy relative to the best compared isomer or geometry (same formula, charge and spin): 340.9 kJ/mol
Gap between HOMO and LUMO: 0.501 Ha
E_LUMO: -3.8 eV

E_LUMO of number 1 (C45H113N7O15)?
0.5 eV

Among the records above, which one has the lowest gap between HOMO and LUMO?
C45H113N7O15